Below is a 3-piece molecular cluster, C6H10O overall, with properties calculated with ωB97M-V/def2-TZVPD.

Output
max |F|	0.0082	Eh/bohr
charge	0
relative energy (zero: lowest compared OMol25 entry of this formula, charge and spin)	132.44	kcal/mol
orbital gap	7.971	eV
calculated total energy	-8425.497	eV
HOMO	-7.5	eV

Each line ends with the natural charge from an NBO analysis.
Element x y z (Å)
C  -2.050836  -0.501904  0.299453  -0.63
C  -0.843284  -0.101683  -0.520490  0.09
O  -0.509044  1.298983  -0.159588  -0.45
C  0.775167  1.389189  -0.042520  0.42
C  1.567809  0.153330  0.019891  -0.48
C  1.018962  -0.773081  1.075591  -0.43
C  0.459468  -0.847935  -0.307605  -0.29
H  -2.893307  0.170150  0.110591  0.22
H  -1.817152  -0.487955  1.367581  0.22
H  -2.349977  -1.517593  0.027024  0.23
H  -1.092232  -0.049963  -1.586250  0.20
H  1.752143  1.592227  -1.607215  -0.17
H  1.127904  2.393247  0.164838  0.21
H  2.135230  0.912117  -1.114105  0.20
H  0.385818  -0.409871  1.885420  0.20
H  1.716823  -1.545499  1.374991  0.23
H  0.641028  -1.698484  -0.960954  0.23

Cartesian forces (eV/Å) of the 3 atoms listed first:
C -0.006 -0.043 0.014
C -0.028 -0.091 -0.018
O 0.281 0.000 0.006

***

Below is a single C6H10O molecule at a distorted geometry, with properties calculated with ωB97M-V/def2-TZVPD.

Output
max |F|	0.0433	Eh/bohr
charge	0
relative energy (zero: lowest compared OMol25 entry of this formula, charge and spin)	55.53	kcal/mol
orbital gap	10.673	eV
calculated total energy	-8428.832	eV
HOMO	-9.6	eV
SMILES	C[C@H]1C[C@]2(CO2)C1

Each line ends with the natural charge from an NBO analysis.
Element x y z (Å)
C  0.020803  0.827049  -2.085849  -0.60
C  -0.177000  -0.009549  -0.861928  -0.20
C  1.069264  -0.551563  -0.141001  -0.42
C  0.289942  -0.375949  1.127211  0.23
C  -0.377199  -1.102524  2.184507  -0.13
O  0.762001  -0.261564  2.439590  -0.48
C  -0.658403  0.684415  0.408971  -0.45
H  0.648275  1.688738  -1.833112  0.20
H  0.516882  0.236198  -2.857542  0.21
H  -0.938032  1.192665  -2.464279  0.21
H  -0.849048  -0.860378  -1.043323  0.20
H  1.475939  -1.512424  -0.459759  0.22
H  1.860168  0.209157  -0.128542  0.21
H  -1.285119  -0.505722  2.129497  0.19
H  -0.296394  -2.122595  2.555831  0.20
H  -0.292544  1.701795  0.567431  0.21
H  -1.769536  0.762251  0.462297  0.21

Cartesian forces (eV/Å) of the 3 atoms listed first:
C 0.058 0.083 -0.269
C 0.099 0.017 -0.445
C 0.158 -0.105 -0.085

***

Below is a 3-piece molecular cluster, C6H10O overall, with properties calculated with ωB97M-V/def2-TZVPD.

Output
max |F|	0.0089	Eh/bohr
charge	0
relative energy (zero: lowest compared OMol25 entry of this formula, charge and spin)	64.11	kcal/mol
orbital gap	8.961	eV
calculated total energy	-8428.460	eV
HOMO	-8.1	eV

Each line ends with the natural charge from an NBO analysis.
Element x y z (Å)
O  -1.746798  1.822119  -0.093767  -0.68
C  -0.814562  0.837231  0.082239  0.30
C  0.361785  0.847424  -0.880049  -0.46
C  1.236985  -0.418730  -0.710902  -0.42
C  0.653521  -1.363088  0.336085  -0.30
C  0.130788  -0.809216  1.506740  -0.22
C  -0.631188  0.348452  1.377616  -0.32
H  -1.710666  2.127065  -1.008926  0.48
H  -1.245819  -0.632533  -0.538626  0.01
H  0.951574  1.748092  -0.670270  0.22
H  -0.011917  0.942789  -1.908145  0.20
H  2.244640  -0.126824  -0.393877  0.22
H  1.346184  -0.942436  -1.665920  0.21
H  -0.690040  -1.352958  -0.408209  0.08
H  1.100400  -2.355450  0.371834  0.23
H  0.092849  -1.386877  2.426589  0.22
H  -1.267736  0.714939  2.177589  0.23

Cartesian forces (eV/Å) of the 3 atoms listed first:
O -0.063 0.046 -0.211
C 0.366 -0.162 0.223
C -0.068 0.014 -0.023

***

Question: The highest orbital gap belongs to which entry?
Answer: number 2

***

Question: relative energy (zero: lowest compared OMol25 entry of this formula, charge and spin) of number 2 (C6H10O)?
Answer: 55.53 kcal/mol

***

Question: Which of these has the highest relative energy (zero: lowest compared OMol25 entry of this formula, charge and spin)?
Answer: number 1